Below is 2 unconnected molecules or ions with the total composition CH4IOPS in a non-equilibrium geometry, with properties calculated with ωB97M-V/def2-TZVPD.

LUMO level (alpha / beta) (eV): 0.70 / -3.51
Charge: 0
Energy above the lowest of the compared OMol25 structures with the same formula, charge and spin (kJ/mol): 0.0
Spin multiplicity: 3

Last column: Mulliken spin population.
Atoms and positions in Å:
C 1.515 -0.169 0.532  0.0860
O -0.514 -0.590 -1.090  0.0532
P -0.251 0.282 0.245  0.4038
S -0.473 2.214 -0.126  0.4787
I -4.397 -0.398 0.122  0.9888
H 1.942 0.528 1.251  -0.0045
H 1.577 -1.186 0.904  -0.0046
H 2.023 -0.087 -0.429  0.0069
H -1.423 -0.593 -1.409  -0.0083



Below is 2 unconnected molecules or ions with the total composition C2H4NO2P in a non-equilibrium geometry, with properties calculated with ωB97M-V/def2-TZVPD.

LUMO level (alpha / beta) (eV): -1.41 / -1.11
Charge: 0
Energy above the lowest of the compared OMol25 structures with the same formula, charge and spin (kJ/mol): 636.4
Spin multiplicity: 1

Last column: Mulliken charge in e.
Atoms and positions in Å:
C -0.884 -0.668 0.214  -0.2657
C 0.483 -0.809 0.741  -0.2892
N 0.051 0.627 0.481  -0.2340
O -1.529 -2.396 2.365  -0.6417
O -1.268 0.202 2.727  -0.6248
P -1.210 -1.007 2.004  1.0154
H -1.336 -0.677 -1.712  0.1934
H 1.346 -1.166 0.137  0.2858
H 0.327 1.091 -0.381  0.2868
H -0.140 1.294 1.273  0.2740



Below is a molecular structure, C36H35N2O5PV in a non-equilibrium geometry, with properties calculated with ωB97M-V/def2-TZVPD.

LUMO level (alpha / beta) (eV): -6.67 / -6.39
Charge: +2
Energy above the lowest of the compared OMol25 structures with the same formula, charge and spin (kJ/mol): 0.0
Spin multiplicity: 2

Last column: Mulliken spin population.
Atoms and positions in Å:
V 11.017 9.593 9.809  1.2605
C 12.712 7.999 10.411  -0.0766
C 11.868 7.465 9.377  -0.0400
C 10.538 7.448 9.892  -0.1247
C 10.569 7.944 11.263  -0.0128
C 11.873 8.352 11.495  0.0185
C 12.433 8.838 12.801  -0.0044
C 9.506 7.895 12.260  0.0018
C 9.390 6.792 9.277  -0.0037
C 12.196 6.882 8.050  -0.0019
C 14.195 8.123 10.462  -0.0021
H 13.246 8.119 13.071  0.0000
H 11.657 8.908 13.549  -0.0004
H 12.854 9.839 12.603  -0.0023
H 9.471 6.820 12.476  -0.0031
H 8.514 8.172 11.950  -0.0008
H 9.689 8.428 13.216  0.0004
H 9.413 6.851 8.168  -0.0025
H 8.421 7.162 9.621  -0.0002
H 9.493 5.692 9.433  -0.0020
H 11.916 5.795 8.051  -0.0016
H 13.198 6.954 7.670  -0.0015
H 11.555 7.266 7.320  0.0003
H 14.483 7.091 10.694  -0.0015
H 14.479 8.818 11.239  -0.0007
H 14.641 8.335 9.479  -0.0019
O 8.352 11.061 13.081  -0.0008
C 9.081 10.714 12.043  0.0006
O 10.309 10.762 11.978  0.0115
C 8.264 10.374 10.866  0.0134
C 6.906 10.599 10.826  0.0023
C 6.302 10.514 9.561  0.0039
C 7.013 10.121 8.463  -0.0062
C 8.373 9.782 8.650  0.0080
N 8.995 9.971 9.818  -0.0255
C 9.309 9.315 7.519  0.0042
O 8.861 9.060 6.427  0.0054
O 10.549 9.226 7.989  0.0197
H 8.851 11.332 13.897  -0.0013
H 6.493 10.965 11.775  0.0000
H 5.275 10.815 9.437  -0.0002
H 6.598 10.066 7.418  0.0004
O 13.451 9.807 8.180  0.0009
N 12.928 10.413 9.281  0.0093
C 13.768 11.120 9.961  -0.0019
C 13.320 12.142 10.885  0.0023
C 14.232 12.600 11.832  0.0123
C 13.925 13.678 12.681  -0.0023
C 12.711 14.320 12.506  0.0022
C 11.830 13.964 11.440  -0.0038
C 12.085 12.824 10.693  -0.0222
P 10.873 12.226 9.396  -0.0074
C 11.523 12.695 7.824  -0.0040
C 10.914 12.117 6.735  -0.0060
C 11.446 12.177 5.463  0.0016
C 12.626 12.956 5.266  -0.0012
C 13.265 13.601 6.342  -0.0003
C 12.683 13.446 7.610  -0.0018
C 9.300 13.184 9.709  -0.0009
C 8.551 13.718 8.618  -0.0070
C 7.401 14.453 8.890  0.0019
C 6.897 14.619 10.185  -0.0037
C 7.638 14.104 11.253  0.0026
C 8.832 13.430 10.995  0.0000
H 12.721 9.310 7.756  0.0036
H 14.792 11.102 9.660  -0.0008
H 15.183 12.163 11.971  -0.0003
H 14.609 13.978 13.472  0.0003
H 12.479 15.227 13.094  -0.0001
H 10.978 14.609 11.326  0.0000
H 10.058 11.478 6.833  -0.0022
H 10.880 11.752 4.577  -0.0001
H 12.996 12.960 4.227  -0.0001
H 14.157 14.163 6.212  -0.0001
H 13.121 13.977 8.445  0.0001
H 8.764 13.511 7.575  -0.0007
H 6.878 14.936 8.100  -0.0001
H 6.110 15.274 10.427  -0.0001
H 7.271 14.297 12.248  -0.0002
H 9.392 13.113 11.815  -0.0018



Below is a single C6H10OSi molecule in a non-equilibrium geometry, with properties calculated with ωB97M-V/def2-TZVPD.

LUMO level (alpha / beta) (eV): 0.90 / -2.74
Charge: 0
Energy above the lowest of the compared OMol25 structures with the same formula, charge and spin (kJ/mol): 142.9
Spin multiplicity: 3

Last column: Mulliken spin population.
Atoms and positions in Å:
C 2.339 0.621 1.708  0.6178
C 1.471 0.506 0.622  0.7107
C 2.876 -0.692 2.146  0.0427
C 1.017 0.456 -0.574  0.1037
C -1.800 -0.697 -2.333  0.0255
C -2.052 0.901 0.130  0.0094
O 2.436 -1.845 1.982  0.2821
Si -0.812 -0.396 -0.656  0.0615
H 2.497 1.494 2.292  0.0423
H 1.669 0.849 -1.292  0.0665
H 3.787 -0.520 2.538  0.0220
H -2.824 -0.845 -1.871  0.0009
H -1.722 0.088 -3.080  0.0003
H -1.636 -1.600 -2.855  -0.0013
H -2.895 1.044 -0.581  0.0009
H -2.427 0.451 1.119  0.0017
H -1.577 1.807 0.602  0.0041
H -0.348 -1.623 0.103  0.0092



Below is a molecular structure, C24H43BF4IrP2 in a non-equilibrium geometry, with properties calculated with ωB97M-V/def2-TZVPD.

LUMO level (alpha / beta) (eV): -3.73 / -6.32
Charge: +1
Energy above the lowest of the compared OMol25 structures with the same formula, charge and spin (kJ/mol): 60.7
Spin multiplicity: 5

Last column: Mulliken spin population.
Atoms and positions in Å:
Ir 0.996 -1.109 -1.255  1.4570
C -2.093 -2.780 -1.063  0.0272
C -1.786 -1.860 -2.060  0.2420
C 0.184 -2.987 -1.391  0.1293
C -0.929 -3.411 -0.588  0.2321
C -0.352 -1.957 -2.402  0.1261
C -3.444 -3.221 -0.618  0.0138
H -4.254 -2.830 -1.242  -0.0006
H -3.627 -2.897 0.423  -0.0006
H -3.525 -4.327 -0.598  -0.0022
C -0.899 -4.545 0.322  -0.0486
H -1.512 -4.339 1.191  0.0196
H 0.122 -4.733 0.630  0.0003
H -1.314 -5.449 -0.136  0.0295
C 1.508 -3.637 -1.565  0.0906
H 1.577 -4.238 -2.486  0.0037
H 1.684 -4.316 -0.721  -0.0016
H 2.280 -2.816 -1.589  0.0106
C 0.131 -1.941 -3.818  -0.0152
H 0.316 -2.967 -4.172  0.0051
H 1.055 -1.334 -3.815  -0.0025
H -0.652 -1.497 -4.448  0.0049
C -2.856 -1.207 -2.837  0.0003
H -3.375 -1.920 -3.497  0.0279
H -2.481 -0.388 -3.455  -0.0054
H -3.637 -0.822 -2.171  0.0040
C -1.838 -0.204 1.813  0.1224
C -2.960 0.420 1.421  0.0806
C -3.215 1.295 0.217  0.1354
C -1.927 2.106 -0.131  0.0458
C -1.017 1.339 -0.960  0.4278
C 0.173 0.648 -0.532  0.1054
C 0.588 0.687 0.921  0.2577
C -0.444 0.381 2.049  -0.0112
H -4.104 1.934 0.281  0.0040
H -1.486 2.569 0.773  -0.0186
H -3.408 0.659 -0.654  -0.0066
H -0.544 1.288 2.668  -0.0110
H -1.842 -1.283 1.992  -0.0235
H -3.872 0.200 2.004  -0.0004
H 0.028 -0.400 2.683  0.0108
H 1.456 0.045 1.119  -0.0862
H 1.051 1.124 -1.092  0.0419
H 0.937 1.781 1.061  0.1799
H -2.243 2.992 -0.715  0.0235
H -1.098 1.414 -2.058  -0.0454
P 1.517 3.233 1.822  0.2944
P 3.270 1.437 -0.707  0.0229
C 2.968 3.878 0.939  0.0305
C 3.950 2.788 0.496  -0.0052
H 3.444 4.584 1.639  0.0141
H 2.600 4.478 0.086  0.0067
H 4.833 3.262 0.035  0.0002
H 4.308 2.230 1.371  -0.0010
C 4.972 0.763 -1.014  0.0024
H 4.951 0.079 -1.864  -0.0006
H 5.280 0.176 -0.137  0.0000
H 5.733 1.546 -1.190  0.0008
C 3.211 2.612 -2.158  -0.0005
H 4.067 3.306 -2.176  0.0004
H 2.281 3.204 -2.122  0.0013
H 3.176 2.033 -3.091  0.0016
C 1.959 2.960 3.565  0.0106
H 1.177 2.392 4.076  -0.0008
H 2.083 3.913 4.100  0.0122
H 2.879 2.381 3.660  -0.0017
C 0.445 4.706 1.906  0.0187
H 0.630 5.355 1.037  0.0014
H 0.661 5.270 2.820  0.0097
H -0.600 4.411 1.900  0.0012
F -2.011 -3.152 3.344  0.0000
B -3.424 -3.325 3.136  -0.0004
F -3.703 -4.604 2.628  0.0000
F -4.183 -3.027 4.293  0.0001
F -3.826 -2.352 2.106  0.0014



Below is 2 unconnected molecules or ions with the total composition C6H12O in a non-equilibrium geometry, with properties calculated with ωB97M-V/def2-TZVPD.

LUMO level (alpha / beta) (eV): -5.40 / -8.17
Charge: +1
Energy above the lowest of the compared OMol25 structures with the same formula, charge and spin (kJ/mol): 204.5
Spin multiplicity: 2

Last column: Mulliken spin population.
Atoms and positions in Å:
C 0.253 1.270 0.482  0.0477
C 0.707 -0.066 0.110  0.1923
C 2.050 -0.259 -0.215  0.5008
C -0.250 -1.197 -0.027  0.0638
C -1.019 -1.612 1.237  0.0461
C -0.453 -1.624 2.442  0.0107
H -0.752 1.532 0.155  0.0263
H 0.917 2.099 0.242  -0.0060
H 0.097 1.299 1.572  0.0218
H 2.647 0.431 -0.775  0.0295
H 2.530 -1.192 0.076  0.0431
H -0.910 -0.974 -0.869  0.0125
H 0.380 -2.062 -0.209  0.0017
H -2.032 -1.890 0.979  0.0047
H 0.299 -0.875 2.650  0.0032
H -0.864 -2.254 3.218  0.0016
H -0.959 1.735 -3.796  0.0000
H -1.523 2.978 -3.224  0.0000
O -1.119 2.659 -4.047  0.0000



Below is 2 unconnected molecules or ions with the total composition C6H17N4 in a non-equilibrium geometry, with properties calculated with ωB97M-V/def2-TZVPD.

LUMO level (alpha / beta) (eV): -2.28 / -6.20
Charge: +1
Energy above the lowest of the compared OMol25 structures with the same formula, charge and spin (kJ/mol): 0.0
Spin multiplicity: 3

Last column: Mulliken spin population.
Atoms and positions in Å:
C 0.512 -1.298 -1.921  0.0330
C 0.645 0.022 -2.737  0.0257
C -0.651 1.221 -1.049  -0.1010
C -0.480 0.234 -0.029  0.6787
C 1.519 -2.407 1.286  0.0637
C 0.298 -2.282 0.466  -0.0369
N 0.254 -1.089 -0.514  0.8230
N -0.728 0.453 1.245  0.3459
N -1.772 2.672 2.166  0.0041
N -0.497 0.860 -2.443  0.0088
H -0.491 -1.828 -2.180  0.0616
H 1.357 -2.051 -1.861  0.0204
H 1.646 0.629 -2.586  -0.0011
H 0.657 -0.471 -3.689  -0.0082
H -1.672 1.756 -1.121  0.0449
H 0.005 2.114 -0.641  0.1086
H 1.573 -1.636 2.033  -0.0030
H 1.406 -3.424 1.661  -0.0068
H 2.468 -2.349 0.832  -0.0038
H 0.147 -3.147 -0.056  0.0031
H -0.622 -2.114 1.074  0.0056
H -0.777 -0.413 1.858  0.0022
H -1.107 1.349 1.632  -0.0697
H -2.572 3.113 1.713  0.0017
H -1.877 2.466 3.179  0.0010
H -0.506 1.637 -3.013  0.0012
H -0.949 3.246 2.076  -0.0026



| no. | electronic energy (eV) |
| --- | --- |
| 1 | -31373.5627 |
| 2 | -17006.8131 |
| 3 | -86081.0607 |
| 4 | -16302.7770 |
| 5 | -58537.5934 |
| 6 | -8452.9286 |
| 7 | -12446.7470 |